# C4H14NO2

A cluster of 3 separate species, C4H14NO2 in total in a non-equilibrium geometry (ωB97M-V with the def2-TZVPD basis set, OMol25).

Geometry as XYZ:
```
21
Properties=species:S:1:pos:R:3:forces:R:3
C -2.6900 0.9015 -0.2044 -0.8 0.9 0.2
C -1.7100 1.8786 0.4751 1.0 -0.7 -0.7
C -0.3756 1.7702 -0.2257 0.0 0.0 -0.4
C 0.6147 1.1186 0.3606 -0.1 0.5 0.8
N 1.7149 0.3618 -0.2379 0.2 0.3 -0.9
H -2.2908 -0.0808 -0.4137 0.2 -0.2 0.1
H -3.1325 1.3313 -1.1003 0.3 -0.1 -0.3
H -3.5442 0.8183 0.4703 0.1 -0.3 0.0
H -1.5455 1.4588 1.4696 -0.3 0.9 0.3
H -2.0813 2.8926 0.3532 -0.2 0.0 0.8
H -0.3091 2.2070 -1.2152 -0.1 -0.6 -0.5
H 0.6421 1.0943 1.4320 -0.1 -0.8 0.4
H 1.7833 0.5052 -1.2461 -0.3 -0.1 -0.1
H 2.6661 0.5396 0.1032 -0.3 0.2 0.4
H 1.5078 -0.6411 0.0119 0.6 0.4 0.1
H 1.6169 -2.5989 0.6370 -0.5 0.3 0.2
H 2.3568 -2.1218 1.8845 -0.1 0.3 0.1
O 1.6886 -1.8310 1.2483 0.4 -0.8 -0.2
H 1.6033 -3.7208 -1.3901 -0.2 -0.2 0.1
H 0.5905 -2.6021 -1.5130 -0.3 -0.2 0.0
O 0.8940 -3.2812 -0.8994 0.5 0.1 -0.3
```
Forces are in eV/Å.

Calculated values
**DFT total energy**: -365.76062 hartree
**Total charge**: +1
**E_HOMO**: -13.9 eV
**Frontier orbital gap**: 10.48 eV